P | Density functional theory data (wB97M-V/def2-TZVPD) for a 2-piece molecular cluster, C5H15NO overall.

XYZ file:
```
22
Properties=species:S:1:pos:R:3
C -1.254 -0.539 0.094
C -2.548 -0.697 0.971
C 0.006 -1.107 0.728
N 0.366 -0.329 1.991
C 0.680 1.061 1.774
C 1.613 -1.042 2.626
H -1.551 -1.045 -0.787
H -1.141 0.559 -0.094
H -2.379 -0.490 2.071
H -3.072 -1.688 1.135
H -3.488 -0.055 0.594
H -0.271 -1.941 1.274
H 0.764 -1.270 -0.016
H 1.194 1.380 2.693
H 1.443 1.348 0.928
H -0.131 1.723 1.578
H 1.170 -1.999 3.081
H 2.046 -0.403 3.343
H 2.360 -1.193 1.970
H 1.471 1.508 -6.519
H 0.095 2.326 -6.644
O 0.993 2.186 -6.962
```

As for the SMILES: CCCN(C)C.O. The highest occupied orbital energy comes out at -8.78 eV. The calculation puts the gap between HOMO and LUMO at 9.673 eV.

***

Q | Density functional theory data (wB97M-V/def2-TZVPD) for a 2-piece molecular cluster, C5H15NO overall.

XYZ file:
```
22
Properties=species:S:1:pos:R:3
C 0.788 -1.320 -1.636
N 0.923 -0.054 -0.951
C -0.373 0.494 -0.608
C 1.364 -0.366 1.510
C 1.928 -0.071 0.133
C 2.698 1.253 0.105
H 1.746 -1.655 -2.055
H 0.093 -1.218 -2.464
H 0.478 -2.153 -0.975
H -1.028 0.616 -1.468
H -0.909 -0.151 0.077
H -0.233 1.459 -0.119
H 2.175 -0.588 2.208
H 0.784 0.449 1.935
H 0.709 -1.245 1.509
H 2.587 -0.887 -0.149
H 3.224 1.454 1.043
H 1.972 2.060 0.009
H 3.393 1.253 -0.721
H -6.514 0.478 1.701
H -5.425 -0.546 1.352
O -6.022 0.101 0.968
```

As for the SMILES: CC(C)N(C)C.O. The highest occupied orbital energy comes out at -8.16 eV. The calculation puts the gap between HOMO and LUMO at 8.983 eV.

***

R | Density functional theory data (wB97M-V/def2-TZVPD) for a 2-piece molecular cluster, C5H15NO overall.

XYZ file:
```
22
Properties=species:S:1:pos:R:3
C 0.439 2.255 3.020
N 0.698 1.187 2.040
C 0.341 1.616 0.682
C -0.120 0.439 -0.186
C 0.838 -0.749 -0.049
C -1.583 0.063 0.000
H 0.865 3.192 2.689
H 0.881 1.950 3.954
H -0.634 2.436 3.076
H -0.012 0.487 2.260
H 1.216 2.073 0.213
H -0.389 2.441 0.676
H 0.031 0.733 -1.224
H 0.897 -1.225 -1.033
H 0.556 -1.520 0.653
H 1.861 -0.457 0.142
H -2.191 0.787 0.524
H -1.758 -0.816 0.644
H -2.042 -0.226 -0.948
H -0.456 -3.342 -5.299
H -0.412 -4.836 -4.961
O -0.334 -3.965 -4.560
```

As for the SMILES: CNCC(C)C.O. The highest occupied orbital energy comes out at -8.88 eV. The calculation puts the gap between HOMO and LUMO at 9.787 eV.

***

S | Density functional theory data (wB97M-V/def2-TZVPD) for a 2-piece molecular cluster, C5H15NO overall.

XYZ file:
```
22
Properties=species:S:1:pos:R:3
C 1.305 -1.225 0.548
C 0.625 -0.252 -0.447
C 0.825 1.278 -0.452
C 2.277 1.644 -0.124
C -0.114 1.937 0.591
N 1.591 -0.707 1.922
H 0.564 -2.015 0.666
H 2.229 -1.706 0.245
H -0.452 -0.330 -0.446
H 1.033 -0.647 -1.387
H 0.536 1.625 -1.457
H 2.406 1.758 0.969
H 3.068 0.959 -0.410
H 2.544 2.716 -0.290
H 0.224 2.964 0.751
H -1.137 1.982 0.219
H -0.040 1.399 1.533
H 0.817 -0.119 2.206
H 1.549 -1.489 2.568
H -6.232 -2.501 -2.045
H -5.342 -1.640 -1.241
O -5.321 -2.231 -2.003
```

As for the SMILES: CC(C)CCN.O. The highest occupied orbital energy comes out at -9.14 eV. The calculation puts the gap between HOMO and LUMO at 9.934 eV.

***

Least stable: P